{
  "formula": "C10H5ClNNdO5",
  "method": "ωB97M-V with the def2-TZVPD basis set",
  "multiplicity": 4,
  "e_lumo_ev": [-9.37, -9.23],
  "total_energy_ev": -49957.7380,
  "charge": 2,
  "gap_ev": [6.87, 6.98],
  "s2": 3.773,
  "elements": ["O", "C", "Nd", "O", "C", "C", "O", "C", "O", "C", "O", "H", "Cl", "C", "C", "C", "C", "N", "C", "H", "H", "H", "H"],
  "xyz": [[0.800, 0.025, -5.651], [0.969, 0.029, -4.514], [0.171, 0.001, 0.233], [3.044, 0.008, -2.148], [2.099, 0.008, -1.470], [-2.398, -0.017, 0.724], [-3.517, -0.023, 1.063], [-0.150, -2.527, -0.317], [-0.224, -3.656, -0.492], [-0.196, 2.511, -0.367], [-0.294, 3.636, -0.561], [-0.773, -0.024, -1.549], [1.971, 2.834, 5.017], [1.764, 1.285, 4.245], [2.120, 0.056, 4.854], [1.942, -1.199, 4.214], [1.393, -1.158, 2.926], [1.074, 0.039, 2.347], [1.220, 1.257, 2.955], [2.542, 0.109, 5.855], [2.211, -2.173, 4.667], [1.184, -2.024, 2.289], [0.901, 2.127, 2.371]]
}

---

{
  "formula": "C3H8NOS",
  "method": "ωB97M-V with the def2-TZVPD basis set",
  "e_lumo_ev": 3.28,
  "total_energy_ev": -17612.5919,
  "charge": -1,
  "gap_ev": 6.13,
  "de_lowest_kcal_mol": 55.7,
  "elements": ["C", "O", "C", "C", "S", "N", "H", "H", "H", "H", "H", "H", "H", "H"],
  "xyz": [[-1.472, -1.334, 0.030], [-2.633, -1.001, -0.437], [-0.146, -0.262, -0.508], [0.448, 0.121, 0.788], [2.212, 0.783, 0.472], [-0.874, 0.888, -1.083], [-1.503, -1.258, 1.165], [-0.947, -2.276, -0.271], [0.447, -0.725, -1.283], [0.514, -0.707, 1.502], [-0.040, 0.915, 1.340], [2.832, 0.824, 1.656], [-1.839, 0.782, -0.767], [-0.823, 0.851, -2.089]]
}

---

{
  "formula": "C19H20Cl2N6O4S2Ti",
  "method": "ωB97M-V with the def2-TZVPD basis set",
  "multiplicity": 3,
  "e_lumo_ev": [4.32, 4.32],
  "total_energy_ev": -106989.2038,
  "charge": -2,
  "gap_ev": [4.42, 4.49],
  "s2": 2.022,
  "de_lowest_kcal_mol": 0.0,
  "elements": ["Ti", "C", "O", "C", "O", "N", "N", "H", "H", "H", "H", "H", "H", "N", "C", "C", "C", "C", "C", "C", "S", "O", "O", "N", "C", "N", "C", "C", "C", "N", "H", "H", "H", "H", "H", "H", "H", "H", "H", "Cl", "C", "C", "C", "C", "C", "Cl", "C", "S", "H", "H", "H", "C", "H", "H"],
  "xyz": [[-0.120, 0.659, 0.497], [-3.887, -1.588, 1.804], [-4.025, -0.334, 1.163], [-2.891, 0.020, 0.391], [-1.761, -0.218, 1.051], [-3.089, 1.468, 0.110], [-1.875, 2.219, 0.217], [-4.829, -1.769, 2.323], [-3.065, -1.572, 2.521], [-3.710, -2.393, 1.084], [-3.454, 1.559, -0.829], [-2.038, 3.011, 0.824], [-1.554, 2.525, -0.697], [4.207, -3.649, -2.615], [3.331, -2.522, -2.483], [2.605, -2.141, -3.674], [1.691, -1.128, -3.560], [1.518, -0.413, -2.371], [2.321, -0.656, -1.090], [3.204, -1.869, -1.314], [0.297, 0.717, -2.275], [0.720, 1.688, -1.190], [-0.068, 1.324, -3.533], [-1.012, 0.215, -1.435], [-1.963, -0.641, -1.838], [-2.982, -0.781, -0.876], [-4.215, -1.284, -1.324], [-4.250, -1.932, -2.537], [-3.108, -1.967, -3.321], [-1.981, -1.246, -2.991], [3.748, -4.377, -3.149], [4.436, -4.020, -1.702], [2.752, -2.682, -4.601], [1.062, -0.857, -4.401], [2.966, 0.223, -0.912], [3.738, -2.236, -0.438], [-5.049, -1.179, -0.653], [-5.172, -2.395, -2.868], [-3.078, -2.494, -4.266], [1.823, 2.844, 1.102], [2.050, 2.946, 2.820], [3.033, 3.798, 3.284], [3.249, 3.934, 4.647], [2.459, 3.204, 5.523], [1.485, 2.353, 5.033], [0.542, 1.484, 6.217], [1.225, 2.161, 3.657], [-0.016, 1.099, 3.096], [3.625, 4.351, 2.566], [4.018, 4.598, 5.021], [2.592, 3.283, 6.594], [1.456, -0.779, 0.183], [2.121, -0.819, 1.061], [0.919, -1.743, 0.157]]
}

---

{
  "formula": "C2H7N4",
  "method": "ωB97M-V with the def2-TZVPD basis set",
  "multiplicity": 3,
  "e_lumo_ev": [-3.70, -6.00],
  "total_energy_ev": -8133.0340,
  "charge": 1,
  "gap_ev": [5.29, 7.46],
  "s2": 2.007,
  "de_lowest_kcal_mol": 99.7,
  "elements": ["C", "C", "N", "N", "N", "N", "H", "H", "H", "H", "H", "H", "H"],
  "xyz": [[-0.516, 0.301, -0.024], [0.977, 0.655, -0.017], [-0.967, -0.866, -0.399], [-1.785, 0.843, -0.022], [-2.257, -0.434, -0.194], [1.731, -0.641, 0.016], [1.206, 1.201, -0.838], [1.246, 0.999, 1.046], [-2.235, 1.444, 0.747], [-3.110, -0.652, -0.687], [1.316, -1.148, 0.865], [2.684, -0.376, 0.267], [1.709, -1.327, -0.760]]
}

---

{
  "formula": "C28H77BaClN10O8P3",
  "method": "ωB97M-V with the def2-TZVPD basis set",
  "e_lumo_ev": -1.95,
  "total_energy_ev": -102642.9921,
  "charge": 1,
  "gap_ev": 7.23,
  "elements": ["Ba", "Cl", "O", "O", "O", "O", "C", "C", "C", "O", "C", "H", "H", "H", "H", "H", "H", "H", "H", "C", "C", "N", "C", "C", "C", "C", "H", "H", "H", "H", "H", "H", "H", "H", "H", "H", "H", "H", "H", "H", "H", "O", "P", "N", "C", "C", "N", "C", "C", "N", "C", "C", "H", "H", "H", "H", "H", "H", "H", "H", "H", "H", "H", "H", "H", "H", "H", "H", "H", "H", "O", "P", "N", "C", "C", "N", "C", "C", "N", "C", "C", "H", "H", "H", "H", "H", "H", "H", "H", "H", "H", "H", "H", "H", "H", "H", "H", "H", "H", "O", "P", "N", "C", "C", "N", "C", "C", "N", "C", "C", "H", "H", "H", "H", "H", "H", "H", "H", "H", "H", "H", "H", "H", "H", "H", "H", "H", "H"],
  "xyz": [[-9.421, -15.640, 17.659], [-9.346, -13.285, 15.174], [-8.279, -14.281, 15.429], [-8.999, -12.013, 15.712], [-9.532, -13.205, 13.766], [-10.551, -13.779, 15.853], [-12.419, -12.084, 10.843], [-11.909, -12.911, 9.676], [-12.560, -14.297, 9.850], [-12.501, -14.464, 11.297], [-12.804, -13.167, 11.908], [-13.253, -11.538, 10.507], [-11.622, -11.428, 11.184], [-10.817, -12.984, 9.780], [-12.085, -12.412, 8.742], [-11.923, -15.092, 9.492], [-13.601, -14.423, 9.507], [-12.161, -13.057, 12.774], [-13.896, -13.112, 12.080], [-7.500, -8.391, 12.885], [-7.083, -8.541, 11.447], [-6.952, -9.950, 11.013], [-6.142, -10.893, 11.827], [-4.820, -10.362, 12.271], [-8.216, -10.565, 10.715], [-8.091, -11.872, 9.984], [-7.596, -7.317, 13.060], [-6.661, -8.707, 13.539], [-8.419, -8.941, 13.142], [-7.736, -7.893, 10.766], [-6.083, -8.084, 11.333], [-6.713, -11.016, 12.754], [-5.952, -11.838, 11.336], [-4.320, -11.035, 12.977], [-4.055, -10.314, 11.482], [-4.862, -9.436, 12.832], [-8.700, -9.864, 10.100], [-8.871, -10.813, 11.564], [-7.240, -11.843, 9.268], [-9.011, -12.164, 9.545], [-7.777, -12.656, 10.655], [-10.688, -15.393, 19.948], [-11.943, -15.304, 20.822], [-13.003, -16.449, 20.404], [-12.826, -17.338, 19.314], [-14.249, -16.638, 21.174], [-12.705, -13.869, 20.625], [-13.865, -13.785, 19.763], [-11.936, -12.616, 20.642], [-11.521, -15.379, 22.381], [-10.331, -16.082, 22.871], [-12.443, -15.037, 23.464], [-12.715, -18.399, 19.575], [-11.985, -17.020, 18.668], [-13.755, -17.323, 18.749], [-14.101, -16.469, 22.224], [-14.582, -17.659, 21.124], [-14.990, -16.005, 20.695], [-13.569, -13.388, 18.782], [-14.327, -14.749, 19.647], [-14.537, -13.068, 20.196], [-11.462, -12.314, 19.704], [-12.602, -11.855, 21.009], [-11.164, -12.680, 21.417], [-9.385, -15.902, 22.337], [-10.256, -15.650, 23.853], [-10.433, -17.196, 22.943], [-13.284, -14.499, 23.021], [-11.929, -14.342, 24.120], [-12.725, -15.924, 24.062], [-10.639, -17.474, 16.498], [-11.792, -17.975, 15.593], [-13.249, -17.290, 16.006], [-14.532, -17.925, 16.221], [-13.300, -15.878, 16.348], [-11.995, -19.601, 15.653], [-12.351, -20.310, 16.876], [-11.319, -20.397, 14.616], [-11.418, -17.491, 14.063], [-10.143, -17.169, 13.484], [-12.486, -17.491, 13.108], [-14.958, -17.758, 17.207], [-14.375, -19.001, 16.069], [-15.200, -17.518, 15.459], [-12.434, -15.361, 15.933], [-13.354, -15.728, 17.467], [-14.226, -15.426, 15.929], [-13.412, -20.654, 16.896], [-11.770, -21.183, 17.090], [-12.178, -19.663, 17.722], [-11.743, -21.396, 14.718], [-11.563, -20.022, 13.578], [-10.249, -20.443, 14.792], [-9.507, -16.873, 14.307], [-9.597, -18.039, 13.051], [-10.194, -16.388, 12.769], [-12.224, -16.719, 12.332], [-13.437, -17.216, 13.667], [-12.659, -18.426, 12.557], [-7.047, -15.014, 18.027], [-5.866, -14.072, 17.896], [-4.644, -14.597, 18.844], [-3.277, -14.395, 18.762], [-4.932, -15.277, 20.124], [-6.345, -12.521, 18.312], [-5.263, -11.643, 18.712], [-7.606, -12.006, 18.770], [-5.227, -13.892, 16.357], [-5.554, -12.793, 15.485], [-4.688, -15.051, 15.692], [-2.940, -13.956, 19.709], [-3.038, -13.626, 18.009], [-2.675, -15.285, 18.594], [-4.151, -16.055, 20.170], [-5.929, -15.678, 20.037], [-4.850, -14.660, 21.010], [-4.455, -11.623, 17.984], [-5.715, -10.676, 18.818], [-4.847, -11.968, 19.681], [-8.398, -12.663, 19.009], [-7.500, -11.513, 19.740], [-7.924, -11.280, 18.041], [-4.685, -12.339, 15.039], [-6.226, -13.116, 14.648], [-6.092, -12.022, 16.069], [-5.180, -15.219, 14.761], [-4.805, -15.963, 16.273], [-3.605, -14.967, 15.487]]
}

---

{
  "formula": "C2H13O4S",
  "method": "ωB97M-V with the def2-TZVPD basis set",
  "e_lumo_ev": 2.75,
  "total_energy_ev": -21311.5359,
  "charge": -1,
  "gap_ev": 6.10,
  "de_lowest_kcal_mol": 23.4,
  "elements": ["C", "C", "S", "H", "H", "H", "H", "H", "H", "H", "O", "H", "H", "O", "H", "H", "O", "H", "H", "O"],
  "xyz": [[-2.341, 0.571, -0.035], [-1.879, -0.896, 0.020], [-0.570, -1.330, -1.211], [-3.212, 0.649, 0.614], [-2.504, 0.900, -1.059], [-1.602, 1.204, 0.429], [-2.748, -1.482, -0.284], [-1.460, -1.112, 0.999], [1.758, -2.460, 0.624], [0.325, -2.540, 0.723], [1.105, -3.014, 1.083], [3.319, 1.878, 6.284], [2.807, 2.733, 5.069], [2.781, 1.869, 5.491], [-0.946, 1.674, -3.692], [0.460, 1.089, -3.591], [-0.019, 1.885, -3.844], [0.763, 1.811, -1.673], [0.535, 0.646, -0.828], [0.778, 1.592, -0.735]]
}

---

{
  "formula": "C29H40BFI2N8O7S",
  "method": "ωB97M-V with the def2-TZVPD basis set",
  "e_lumo_ev": -1.63,
  "total_energy_ev": -87401.3076,
  "charge": 0,
  "gap_ev": 6.67,
  "elements": ["C", "C", "C", "I", "C", "C", "C", "N", "O", "C", "O", "N", "O", "C", "I", "N", "C", "B", "O", "O", "S", "O", "O", "F", "H", "H", "H", "H", "H", "H", "H", "H", "H", "H", "H", "H", "H", "H", "H", "N", "C", "C", "C", "C", "H", "H", "H", "H", "H", "N", "C", "C", "C", "C", "H", "H", "H", "H", "H", "N", "C", "C", "C", "C", "H", "H", "H", "H", "H", "N", "C", "C", "C", "C", "H", "H", "H", "H", "H", "N", "C", "C", "C", "C", "H", "H", "H", "H", "H"],
  "xyz": [[2.547, -0.175, 2.283], [1.667, -0.183, 1.296], [0.488, -1.105, 1.189], [-0.609, -1.195, 3.071], [0.930, -2.568, 0.916], [1.053, -2.928, -0.546], [1.879, -2.088, -1.489], [0.465, -3.987, -0.912], [-0.333, -0.791, 0.065], [-1.056, 0.373, -0.066], [-0.945, 1.276, 0.982], [-0.050, 2.406, 0.792], [0.226, 2.846, 1.816], [-2.564, 0.019, -0.333], [-3.890, 1.516, 0.485], [-2.832, -1.277, 0.218], [-4.192, -1.805, -0.090], [-5.042, -1.995, 1.246], [-6.089, -1.176, 1.553], [-4.710, -2.995, 2.138], [-0.401, 1.074, -1.694], [1.001, 1.295, -1.585], [-0.874, 0.226, -2.738], [-1.134, 2.432, -1.839], [3.503, 0.307, 2.137], [2.303, -0.661, 3.219], [1.826, 0.493, 0.463], [0.175, -3.234, 1.324], [1.857, -2.771, 1.453], [1.279, -1.842, -2.362], [2.305, -1.197, -1.039], [2.711, -2.702, -1.844], [0.628, -4.164, -1.904], [-2.772, 0.074, -1.401], [-2.182, -1.928, -0.204], [-4.687, -1.205, -0.859], [-4.069, -2.798, -0.530], [-6.335, -0.636, 0.793], [-4.290, -2.636, 2.927], [1.239, -0.208, -4.772], [0.541, -0.104, -5.942], [1.443, 0.091, -6.955], [2.739, 0.102, -6.370], [2.577, -0.087, -5.023], [0.825, -0.348, -3.869], [-0.533, -0.174, -5.954], [1.202, 0.213, -7.997], [3.678, 0.234, -6.880], [3.298, -0.143, -4.225], [5.120, -2.102, 1.298], [6.263, -1.789, 1.982], [7.144, -2.823, 1.820], [6.508, -3.798, 1.003], [5.262, -3.324, 0.697], [4.300, -1.525, 1.246], [6.352, -0.862, 2.523], [8.135, -2.876, 2.238], [6.920, -4.739, 0.680], [4.468, -3.750, 0.107], [1.881, 5.402, 2.116], [1.508, 6.696, 2.381], [2.646, 7.430, 2.572], [3.750, 6.549, 2.416], [3.246, 5.308, 2.135], [1.256, 4.635, 1.936], [0.473, 6.990, 2.405], [2.685, 8.483, 2.798], [4.794, 6.799, 2.500], [3.741, 4.371, 1.946], [-4.112, -4.616, -2.984], [-4.844, -4.283, -4.091], [-5.968, -5.065, -4.098], [-5.912, -5.898, -2.947], [-4.756, -5.597, -2.280], [-3.233, -4.204, -2.729], [-4.505, -3.525, -4.775], [-6.744, -5.042, -4.843], [-6.637, -6.634, -2.645], [-4.339, -5.994, -1.370], [-1.137, 5.259, 3.788], [-2.453, 5.370, 3.426], [-3.210, 5.232, 4.558], [-2.315, 5.031, 5.645], [-1.044, 5.055, 5.137], [-0.357, 5.319, 3.164], [-2.736, 5.538, 2.401], [-4.285, 5.271, 4.604], [-2.576, 4.889, 6.680], [-0.086, 4.946, 5.616]]
}

---

{
  "formula": "C6H7I",
  "method": "ωB97M-V with the def2-TZVPD basis set",
  "e_lumo_ev": 0.62,
  "total_energy_ev": -14431.9146,
  "charge": 0,
  "gap_ev": 9.20,
  "de_lowest_kcal_mol": 64.5,
  "elements": ["C", "C", "C", "C", "C", "C", "I", "H", "H", "H", "H", "H", "H", "H"],
  "xyz": [[-0.528, 2.614, 0.948], [-0.267, 1.345, -1.314], [-0.521, 2.077, -0.250], [-0.912, -1.112, -1.212], [-0.516, 0.005, -1.243], [-1.304, -2.471, -1.036], [-4.527, -0.012, 0.396], [0.312, 2.845, 1.482], [-1.503, 2.873, 1.427], [-3.263, 0.815, 0.762], [0.011, 1.817, -2.281], [-1.141, -3.144, -1.925], [-2.431, -2.272, -0.920], [-0.872, -2.941, -0.171]]
}

---

- Number 4 is which compound?
  C2H7N4